Formula: C21H23N5O2S
Source: OMol25
Level of theory: the ωB97M-V functional and the def2-TZVPD basis

The SMILES is CCC(C)(C)NC(=O)[C@@H](c1cccnc1)N(C(=O)c1csnn1)c1ccccc1. For the frontier orbital gap, the calculation gives 8.8 eV. Its relative energy (zero: lowest compared OMol25 entry of this formula, charge and spin) is 13.5 kcal/mol.

ORCA input file:
```
! wB97M-V def2-TZVPD RIJCOSX def2/J DEFGRID3
* xyz 0 1
C -2.094 -3.819 -0.983
H -1.980 -4.635 -1.694
H -2.254 -4.249 0.001
H -1.164 -3.257 -0.958
C -3.270 -2.940 -1.395
H -3.160 -2.658 -2.446
H -4.189 -3.520 -1.309
C -3.441 -1.654 -0.571
N -2.307 -0.776 -0.869
C -2.114 0.443 -0.337
O -2.879 1.005 0.414
C -0.790 1.085 -0.815
N 0.333 0.214 -0.492
C 1.387 0.215 -1.353
O 1.317 0.665 -2.482
C 2.664 -0.309 -0.811
C 3.695 -0.835 -1.559
S 4.996 -1.164 -0.514
N 4.137 -0.590 0.790
N 2.989 -0.196 0.495
H 3.723 -1.022 -2.612
C 0.275 -0.588 0.668
C 0.665 -1.923 0.589
C 0.581 -2.740 1.699
C 0.082 -2.242 2.891
C -0.326 -0.921 2.965
C -0.232 -0.092 1.863
H -0.552 0.935 1.934
H -0.719 -0.528 3.890
H 0.009 -2.883 3.756
H 0.891 -3.772 1.627
H 1.040 -2.317 -0.347
C -0.624 2.483 -0.274
C 0.481 2.884 0.470
N 0.633 4.106 0.947
C -0.314 4.997 0.712
C -1.455 4.712 -0.021
C -1.608 3.433 -0.527
H -2.480 3.170 -1.107
H -2.204 5.469 -0.194
H -0.143 5.980 1.130
H 1.289 2.200 0.698
H -0.825 1.151 -1.913
H -1.612 -1.137 -1.503
C -4.735 -0.953 -0.999
H -4.729 -0.762 -2.070
H -5.594 -1.573 -0.758
H -4.829 -0.007 -0.474
C -3.477 -1.940 0.932
H -4.250 -2.671 1.154
H -3.696 -1.022 1.469
H -2.517 -2.315 1.278
*
```

---

Formula: C21H23NO3
Source: OMol25
Level of theory: the ωB97M-V functional and the def2-TZVPD basis

The SMILES is C1=C(c2cccc(CNCCOc3cccc4c3OCO4)c2)CCC1. For the frontier orbital gap, the calculation gives 8.8 eV. Its relative energy (zero: lowest compared OMol25 entry of this formula, charge and spin) is 76.8 kcal/mol.

ORCA input file:
```
! wB97M-V def2-TZVPD RIJCOSX def2/J DEFGRID3
* xyz 0 1
O -2.184 -5.161 0.742
O -2.075 -2.961 0.034
O -3.127 -0.803 1.701
C 3.754 2.374 -3.673
C 3.146 2.313 -2.431
C -4.053 -3.809 3.658
C -0.239 0.668 -2.699
C -3.461 -4.781 2.835
C -3.929 -2.447 3.311
C 1.005 1.163 -3.038
C -0.726 0.746 -1.380
C 1.352 1.863 -0.772
C -2.785 -4.388 1.643
C -3.219 -2.065 2.133
C -2.693 -3.057 1.264
C 1.854 1.745 -2.091
C 0.052 1.411 -0.412
N -0.478 0.225 1.587
C -1.655 -4.314 -0.292
C -0.391 1.550 0.978
C -2.714 0.153 2.662
C 5.028 3.140 -3.725
C 4.033 3.042 -1.496
C -1.168 0.143 2.862
C 5.373 3.178 -2.235
H 3.345 1.966 -4.598
H -4.588 -4.146 4.529
H -0.828 0.180 -3.465
H -3.599 -5.844 3.085
H -4.407 -1.722 3.932
H 1.323 1.095 -4.089
H -1.703 0.401 -1.076
H 1.943 2.360 0.003
H -0.952 -0.399 0.927
H -0.585 -4.393 -0.331
H -2.056 -4.544 -1.287
H 0.316 2.139 1.536
H -1.324 2.033 0.970
H -3.031 1.145 2.350
H -3.165 0.004 3.657
H 4.802 4.134 -4.118
H 5.836 2.617 -4.249
H 3.601 4.031 -1.288
H 4.193 2.514 -0.545
H -0.899 -0.790 3.385
H -0.849 1.002 3.470
H 5.953 4.027 -1.908
H 5.976 2.264 -2.056
*
```

---

Formula: C21H23NO6
Source: OMol25
Level of theory: the ωB97M-V functional and the def2-TZVPD basis

The SMILES is COC(=O)CCC(=O)O[C@]1(C)C(=O)C=C2C=C(C3CC3)N(C3CC3)C=C2C1=O. For the frontier orbital gap, the calculation gives 7.7 eV. Its relative energy (zero: lowest compared OMol25 entry of this formula, charge and spin) is 71.7 kcal/mol.

ORCA input file:
```
! wB97M-V def2-TZVPD RIJCOSX def2/J DEFGRID3
* xyz 0 1
C -5.794 -1.907 0.001
H -6.526 -2.131 -0.771
H -6.123 -2.287 0.970
H -4.822 -2.338 -0.247
O -5.679 -0.487 0.042
C -5.004 0.021 1.066
O -4.572 -0.620 1.987
C -4.869 1.531 0.942
H -5.625 1.996 1.578
C -3.480 1.955 1.408
C -2.371 1.307 0.607
O -1.212 1.291 0.958
O -2.795 0.788 -0.529
C -1.794 0.118 -1.327
C -0.528 0.985 -1.319
O -0.577 2.131 -1.718
C 0.715 0.345 -0.887
C 1.846 1.096 -0.815
N 3.031 0.619 -0.374
C 3.134 -0.717 -0.027
C 2.026 -1.502 -0.057
C 0.739 -1.025 -0.455
C -0.384 -1.804 -0.432
C -1.672 -1.333 -0.804
O -2.689 -2.012 -0.755
H -0.329 -2.826 -0.087
H 2.099 -2.537 0.236
C 4.462 -1.233 0.363
C 4.818 -2.685 0.161
C 4.592 -2.170 1.541
H 5.442 -2.043 2.194
H 3.685 -2.452 2.052
H 4.081 -3.337 -0.279
H 5.828 -2.907 -0.146
H 5.275 -0.536 0.226
C 4.130 1.532 -0.243
C 4.681 1.829 1.123
C 3.885 2.866 0.397
H 4.394 3.724 -0.013
H 2.892 3.078 0.761
H 4.215 1.339 1.964
H 5.747 1.961 1.228
H 4.825 1.492 -1.077
H 1.815 2.132 -1.118
C -2.346 0.068 -2.753
H -2.487 1.081 -3.123
H -3.298 -0.457 -2.738
H -1.649 -0.462 -3.398
H -3.328 1.670 2.451
H -3.354 3.037 1.328
H -5.050 1.817 -0.093
*
```

---

Formula: C21H23NO7S
Source: OMol25
Level of theory: the ωB97M-V functional and the def2-TZVPD basis

The SMILES is COc1ccc(C(C)=O)cc1COC(=O)CCNS(=O)(=O)c1ccc(C(C)=O)cc1. For the frontier orbital gap, the calculation gives 8.6 eV. Its relative energy (zero: lowest compared OMol25 entry of this formula, charge and spin) is 0.0 kcal/mol.

ORCA input file:
```
! wB97M-V def2-TZVPD RIJCOSX def2/J DEFGRID3
* xyz 0 1
C -2.915 0.299 3.243
H -3.960 0.074 3.451
O -2.922 1.055 2.052
C -1.752 1.387 1.487
C -0.505 1.281 2.106
C 0.630 1.709 1.457
C 0.571 2.270 0.179
C -0.675 2.348 -0.450
C -1.819 1.914 0.182
C -3.149 1.912 -0.523
H -3.039 2.304 -1.540
H -3.892 2.491 0.031
O -3.708 0.595 -0.583
C -3.044 -0.315 -1.278
O -2.073 -0.071 -1.958
C -3.708 -1.672 -1.147
H -4.626 -1.663 -1.739
C -2.807 -2.838 -1.599
N -1.392 -2.635 -1.352
S -1.003 -2.389 0.262
O -1.651 -1.210 0.785
O -1.248 -3.609 0.969
C 0.743 -2.043 0.153
C 1.653 -2.818 0.846
C 2.992 -2.475 0.806
C 3.419 -1.369 0.072
C 2.487 -0.617 -0.642
C 1.145 -0.947 -0.588
H 0.406 -0.350 -1.100
H 2.802 0.229 -1.228
C 4.876 -1.028 0.112
O 5.672 -1.783 0.623
C 5.281 0.285 -0.491
H 5.146 0.248 -1.570
H 6.329 0.474 -0.274
H 4.669 1.094 -0.097
H 3.731 -3.048 1.346
H 1.293 -3.666 1.406
H -1.080 -1.823 -1.875
H -3.089 -3.746 -1.062
H -2.918 -3.011 -2.673
H -3.983 -1.779 -0.098
H -0.759 2.729 -1.456
C 1.825 2.717 -0.448
O 2.908 2.513 0.069
C 1.722 3.435 -1.773
H 1.073 4.302 -1.682
H 1.307 2.768 -2.526
H 2.713 3.755 -2.086
H 1.596 1.625 1.933
H -0.421 0.851 3.091
H -2.359 -0.630 3.098
H -2.494 0.869 4.078
*
```

---

Formula: C21H24BaBrN4O5S
Source: OMol25
Level of theory: the ωB97M-V functional and the def2-TZVPD basis

For the frontier orbital gap, the calculation gives 7.2 eV. Its relative energy (zero: lowest compared OMol25 entry of this formula, charge and spin) is 0.0 kcal/mol.

ORCA input file:
```
! wB97M-V def2-TZVPD RIJCOSX def2/J DEFGRID3
* xyz -1 1
Ba 0.138 -1.665 -0.489
C -5.764 -1.840 1.643
C -5.060 -0.978 2.684
N -3.675 -1.340 2.880
C -2.675 -0.997 2.016
S -1.143 -1.709 2.410
N -3.040 -0.219 1.021
N -2.002 0.236 0.280
C -2.302 0.854 -0.804
C -3.710 1.053 -1.283
C -1.170 1.413 -1.584
C -1.330 1.724 -2.941
C -0.271 2.282 -3.633
C 0.919 2.517 -2.961
C 0.998 2.149 -1.627
N -0.007 1.611 -0.950
H -6.816 -1.559 1.550
H -5.714 -2.897 1.911
H -5.282 -1.718 0.675
H -5.563 -1.058 3.651
H -5.097 0.070 2.382
H -3.444 -2.080 3.519
H -4.036 0.188 -1.868
H -3.811 1.947 -1.896
H -4.370 1.120 -0.420
H -2.266 1.510 -3.435
H -0.370 2.525 -4.684
H 1.776 2.956 -3.454
H 1.921 2.279 -1.076
C 5.561 -1.829 -0.815
C 4.490 -1.149 0.030
C 4.477 -1.704 1.452
O 4.750 0.246 0.071
C 3.107 -1.379 -0.602
O 2.431 -0.355 -0.895
O 2.673 -2.542 -0.734
H 6.532 -1.717 -0.329
H 5.612 -1.357 -1.796
H 5.343 -2.889 -0.939
H 5.449 -1.521 1.914
H 4.270 -2.773 1.452
H 3.717 -1.194 2.045
H 3.926 0.638 -0.263
Br -4.711 -6.939 2.017
C -4.641 -5.645 0.626
C -5.818 -5.262 0.009
C -5.767 -4.304 -0.995
C -4.555 -3.745 -1.365
C -3.381 -4.153 -0.743
C -3.418 -5.110 0.262
C -2.054 -3.535 -1.130
O -1.002 -4.045 -0.680
O -2.071 -2.485 -1.821
H -6.759 -5.698 0.313
H -6.686 -3.992 -1.474
H -4.483 -2.981 -2.126
H -2.494 -5.399 0.741
*
```

---

Formula: C21H24CeClN
Source: OMol25
Level of theory: the ωB97M-V functional and the def2-TZVPD basis

For the frontier orbital gap, the calculation gives 6.6 eV. Its relative energy (zero: lowest compared OMol25 entry of this formula, charge and spin) is 26.1 kcal/mol.

ORCA input file:
```
! wB97M-V def2-TZVPD RIJCOSX def2/J DEFGRID3
* xyz 2 1
C -0.915 -3.303 -5.347
C -1.924 -4.414 -5.047
C -1.455 -2.352 -6.417
C 0.433 -3.892 -5.773
Cl -0.655 -2.340 -3.810
H -1.623 -2.893 -7.350
H -0.741 -1.543 -6.617
H -2.410 -1.912 -6.102
H -2.104 -5.010 -5.944
H -2.882 -3.993 -4.720
H -1.545 -5.083 -4.264
H 0.315 -4.474 -6.689
H 0.831 -4.557 -4.997
H 1.162 -3.096 -5.967
C -1.920 1.154 1.735
C -1.837 1.820 0.475
C -2.166 0.840 -0.529
H -1.598 2.895 0.313
C -2.400 -0.427 0.129
C -2.211 -0.235 1.547
H -2.243 -1.016 2.343
H -1.789 1.648 2.712
H -2.223 1.029 -1.617
H -2.621 -1.392 -0.371
C 2.660 0.284 0.657
C 2.183 1.596 0.965
C 1.528 2.172 -0.163
H 2.315 2.110 1.928
C 1.677 1.230 -1.243
C 2.375 0.067 -0.741
H 2.597 -0.860 -1.305
H 3.124 -0.437 1.371
H 1.033 3.169 -0.195
H 1.310 1.378 -2.274
Ce 0.077 0.013 0.325
N 0.386 0.794 2.532
C 0.661 1.381 3.512
C 0.926 1.967 4.718
C 2.177 2.594 4.938
C 2.353 3.232 6.153
C 1.301 3.241 7.089
C 0.066 2.600 6.856
C -0.128 1.936 5.656
H 2.950 2.576 4.149
H 3.332 3.723 6.358
H 1.443 3.765 8.044
H -0.761 2.595 7.593
H -1.063 1.422 5.387
*
```

---

Formula: C21H24F32O6STa
Source: OMol25
Level of theory: the ωB97M-V functional and the def2-TZVPD basis

For the frontier orbital gap, the calculation gives 7.6 eV. Its relative energy (zero: lowest compared OMol25 entry of this formula, charge and spin) is 13.6 kcal/mol.

ORCA input file:
```
! wB97M-V def2-TZVPD RIJCOSX def2/J DEFGRID3
* xyz -1 1
O -2.771 -4.774 1.453
S -1.705 -3.815 1.428
O -0.905 -3.785 2.604
C -2.358 -2.265 0.946
Ta -1.261 -0.368 1.684
H -0.847 -4.096 0.419
H -2.331 -2.296 -0.119
H -3.380 -2.214 1.231
H -1.442 0.398 -0.017
H -2.860 0.490 2.096
H -1.253 -1.029 3.421
H 0.365 -1.188 1.232
H -0.251 1.089 2.256
C 1.833 3.195 -4.032
C 0.652 2.208 -3.958
C -0.649 2.687 -3.306
F -0.463 3.021 -2.020
F -1.549 1.682 -3.360
F 1.065 1.066 -3.386
F 0.327 1.919 -5.254
O 2.858 3.086 -3.060
C 2.772 3.714 -1.853
C 2.699 2.706 -0.705
F 1.645 1.909 -0.863
F 2.564 3.368 0.470
F 1.754 4.586 -1.819
F 3.910 4.444 -1.724
H 2.339 2.948 -4.961
H 1.494 4.224 -4.140
H -1.054 3.548 -3.848
H 3.602 2.092 -0.666
C -7.971 -2.051 -1.691
C -8.302 -0.823 -2.560
C -7.200 -0.256 -3.460
F -6.148 0.174 -2.750
F -7.705 0.804 -4.143
F -8.809 0.155 -1.785
F -9.296 -1.219 -3.411
O -7.646 -1.842 -0.335
C -6.359 -1.563 0.055
C -6.246 -0.174 0.679
F -6.660 0.775 -0.190
F -4.964 0.057 0.991
F -5.494 -1.734 -0.956
F -6.040 -2.451 1.010
H -8.901 -2.613 -1.648
H -7.248 -2.704 -2.177
H -6.868 -1.009 -4.181
H -6.860 -0.113 1.580
C 1.333 -6.563 1.131
C 1.301 -6.724 -0.405
C 0.607 -7.964 -0.973
F 1.200 -9.105 -0.568
F 0.680 -7.924 -2.328
F 2.554 -6.626 -0.894
F 0.605 -5.664 -0.898
O 2.531 -6.938 1.798
C 2.779 -8.216 2.188
C 3.995 -8.790 1.460
F 3.814 -8.778 0.129
F 4.177 -10.074 1.851
F 1.703 -9.007 2.064
F 3.098 -8.181 3.497
H 1.270 -5.492 1.318
H 0.452 -6.988 1.608
H -0.447 -7.981 -0.680
H 4.884 -8.207 1.702
C 3.556 6.567 2.042
C 4.074 7.593 1.019
C 5.356 7.235 0.266
F 6.402 7.077 1.102
F 5.670 8.238 -0.592
F 4.200 8.801 1.610
F 3.111 7.715 0.068
O 3.851 6.789 3.414
C 5.012 6.370 3.991
C 5.844 7.555 4.482
F 6.143 8.390 3.472
F 7.001 7.091 5.007
F 5.716 5.562 3.185
F 4.681 5.655 5.081
H 2.473 6.646 2.003
H 3.785 5.547 1.740
H 5.215 6.318 -0.312
H 5.293 8.106 5.246
*
```

---

Formula: C21H24FN3O5S
Source: OMol25
Level of theory: the ωB97M-V functional and the def2-TZVPD basis

The SMILES is Cc1ccc(S(=O)(=O)N2CCC(=O)N(CCOC(=O)Nc3ccc(F)cc3)CC2)cc1. For the frontier orbital gap, the calculation gives 9.0 eV. Its relative energy (zero: lowest compared OMol25 entry of this formula, charge and spin) is 0.0 kcal/mol.

ORCA input file:
```
! wB97M-V def2-TZVPD RIJCOSX def2/J DEFGRID3
* xyz 0 1
C -1.875 3.565 -7.427
C -1.597 2.965 -6.084
C -1.900 1.628 -5.833
C -1.667 1.074 -4.588
C -1.128 1.862 -3.589
C -0.822 3.190 -3.812
C -1.058 3.738 -5.061
H -0.822 4.776 -5.244
H -0.409 3.772 -3.004
S -0.831 1.119 -1.995
O -0.355 2.127 -1.082
O -1.978 0.360 -1.592
N 0.369 0.001 -2.387
C 0.439 -1.122 -1.482
H -0.591 -1.450 -1.337
C 1.055 -0.773 -0.120
N 2.502 -0.762 -0.149
C 3.235 0.149 -0.835
O 4.451 0.143 -0.799
C 2.473 1.176 -1.652
H 1.826 1.768 -1.002
H 3.225 1.838 -2.086
C 1.627 0.586 -2.787
H 1.378 1.382 -3.495
H 2.199 -0.180 -3.322
C 3.218 -1.680 0.714
H 2.629 -2.588 0.847
H 4.172 -1.923 0.239
C 3.522 -1.044 2.076
H 4.172 -0.178 1.945
H 3.996 -1.785 2.726
O 2.351 -0.531 2.705
C 1.498 -1.446 3.224
O 1.689 -2.635 3.210
N 0.422 -0.789 3.734
C -0.702 -1.315 4.375
C -0.845 -2.676 4.635
C -1.976 -3.142 5.279
C -2.957 -2.244 5.658
C -2.836 -0.889 5.409
C -1.704 -0.429 4.765
H -1.596 0.626 4.562
H -3.619 -0.213 5.715
F -4.061 -2.700 6.289
H -2.101 -4.192 5.488
H -0.071 -3.361 4.333
H 0.443 0.216 3.622
H 0.740 -1.523 0.607
H 0.658 0.198 0.200
H 1.012 -1.921 -1.962
H -1.900 0.044 -4.371
H -2.322 1.022 -6.621
H -1.214 4.406 -7.623
H -1.754 2.826 -8.215
H -2.902 3.928 -7.462
*
```

---

Formula: C21H24IN2PtS
Source: OMol25
Level of theory: the ωB97M-V functional and the def2-TZVPD basis

For the frontier orbital gap (spin up / spin down), the calculation gives 6.9 / 5.5 eV.

ORCA input file:
```
! wB97M-V def2-TZVPD RIJCOSX def2/J DEFGRID3
* xyz 3 5
Pt -0.052 0.449 0.474
C -1.448 -4.440 1.358
C -0.497 -3.310 0.851
C 0.554 -2.974 1.905
C -1.380 -2.185 0.467
C -1.687 -1.127 1.394
C -2.603 -0.148 1.049
C -3.314 -0.231 -0.196
C -4.482 0.635 -0.441
C -2.973 -1.259 -1.114
C -2.038 -2.200 -0.796
H -0.827 -5.296 1.621
H -2.160 -4.752 0.595
H -1.990 -4.116 2.246
H -0.021 -3.693 -0.057
H 0.123 -2.882 2.902
H 1.084 -2.044 1.666
H 1.293 -3.772 1.950
H -1.338 -1.210 2.417
H -2.937 0.569 1.790
H -4.660 0.799 -1.502
H -4.439 1.577 0.103
H -5.369 0.097 -0.065
H -3.502 -1.303 -2.058
H -1.801 -2.999 -1.488
I -2.178 3.063 -2.170
C 0.998 2.765 -1.582
C 1.255 3.899 -2.351
C 2.447 3.989 -3.048
C 3.382 2.956 -2.985
C 3.125 1.803 -2.228
C 4.031 0.729 -2.177
C 3.721 -0.426 -1.449
C 2.517 -0.530 -0.780
C 1.600 0.540 -0.746
C 1.901 1.702 -1.503
H 0.541 4.712 -2.392
H 2.662 4.872 -3.634
H 4.317 3.046 -3.524
H 4.966 0.788 -2.722
H 4.428 -1.246 -1.432
H 2.288 -1.456 -0.267
N 1.531 0.933 2.954
C 0.482 1.394 2.297
N -0.167 2.423 2.809
S -0.462 2.660 -0.575
H 1.844 1.325 3.836
H 2.078 0.171 2.592
H 0.112 2.873 3.673
H -0.954 2.830 2.334
*
```

---

Q: What is the formula in the seventh record?
A: C21H24F32O6STa